(1)
C9H16B2NO11P | ωB97M-V/def2-TZVPD

Last column: Löwdin charge in e.
Geometry (Å):
P  -0.215965  -0.038111  0.870382  1.18
O  -1.538980  4.611092  -3.911524  0.17
O  -1.745408  0.443013  -2.441659  0.22
O  0.555442  -2.067759  2.244317  -0.20
O  -0.775883  0.262160  -4.570324  0.25
O  0.224001  -1.742816  -4.249260  0.17
O  -2.859535  -0.933093  0.738369  0.15
O  -2.897609  1.445877  -4.349837  0.24
O  -0.989423  -1.458195  -1.567789  0.05
O  0.109968  -3.401074  2.493224  0.02
O  -4.010289  3.313137  -4.959889  0.17
O  -0.963006  2.462961  -3.536316  0.23
N  -2.485960  0.426104  2.716047  0.19
C  2.423919  0.730204  1.568001  -0.23
C  0.921153  1.036456  1.775157  -0.31
C  -1.103284  -0.682847  -2.497871  -0.39
C  3.071384  -0.106630  2.693086  -0.25
C  -1.765369  3.443479  -3.958650  -0.37
C  3.737686  -1.402963  2.219438  -0.10
C  -3.059129  2.762321  -4.505289  -0.37
C  0.379274  -1.765670  0.864784  -0.30
C  -0.452472  -0.823005  -3.902456  -0.39
B  -1.604587  1.178835  -3.760045  -0.88
B  -2.063485  -0.182738  1.526411  -0.69
H  2.324877  -0.339245  3.455696  0.10
H  -0.380087  -2.393561  0.401680  0.10
H  -1.872627  1.067126  3.194416  0.08
H  3.724983  -2.159113  3.005258  0.08
H  4.779790  -1.240419  1.941718  0.08
H  -2.484529  -1.259550  -0.096716  0.08
H  -0.264266  0.400691  -0.448488  0.05
H  3.825986  0.511523  3.182637  0.11
H  1.297153  -1.875881  0.281812  0.11
H  2.918686  1.698933  1.491510  0.11
H  0.658066  1.002708  2.834527  0.09
H  0.699752  2.042490  1.407306  0.10
H  2.590582  0.243101  0.602232  0.10
H  -0.855397  -3.304881  2.512824  0.11
H  -3.076608  -0.064315  3.371852  0.10
H  3.221197  -1.840345  1.363430  0.05

Cartesian forces, eV/Å:
-0.1 0.1 -0.1
0.0 0.0 0.0
0.0 0.0 0.1
-0.3 0.0 0.0
0.0 0.0 -0.1
0.0 0.0 0.0
0.0 -0.3 0.3
-0.1 -0.1 0.0
-0.3 -0.2 0.1
0.1 0.0 -0.2
0.0 0.0 0.0
0.1 0.0 0.1
0.7 -0.3 0.3
0.0 0.1 0.0
0.2 0.1 0.0
0.0 0.1 -0.2
0.0 0.0 -0.1
-0.2 -0.1 -0.1
0.0 -0.1 0.1
0.2 0.2 0.1
0.2 -0.1 0.0
-0.1 0.0 0.3
0.1 0.0 -0.1
-0.3 0.2 -0.4
0.0 0.0 -0.1
0.0 0.1 0.1
0.0 -0.1 0.0
0.1 0.1 0.0
-0.1 0.0 -0.1
0.1 0.1 -0.1
0.2 0.1 0.1
-0.1 0.0 0.1
0.0 0.0 0.1
0.0 -0.1 0.0
0.0 0.0 0.0
-0.1 0.0 0.1
-0.1 0.0 0.0
0.0 0.0 0.1
-0.5 0.2 -0.3
0.0 0.0 0.0

- 2S+1 = 1
- E (a.u.) = -1626.1930
- HOMO energy (eV) = -9.54

---

(2)
C39H83F5N13O9 | ωB97M-V/def2-TZVPD

Last column: Löwdin charge in e.
Geometry (Å):
F  -1.533246  -1.134778  0.908869  0.08
F  -1.171316  1.132133  1.214972  0.04
F  -1.471322  0.398313  3.695490  0.07
F  0.806798  0.221082  3.531437  0.10
F  -0.596122  -1.699757  3.436680  0.09
O  -5.442783  3.828318  7.881133  0.02
O  3.888775  -2.970472  -1.524727  -0.02
O  2.160980  4.015272  -6.371154  0.00
O  -5.848279  -5.211839  7.997645  0.02
O  11.325042  2.121381  3.938536  0.00
O  -9.936436  0.179638  1.970397  0.00
O  -7.416179  -2.661955  -2.876490  0.00
O  6.731742  0.878356  0.412853  -0.05
O  -5.372105  0.566617  -3.634202  -0.03
N  -6.655945  -3.992120  -4.584264  -0.20
N  10.062952  1.231530  5.639044  -0.20
N  8.633559  2.130695  0.711705  -0.18
N  2.277909  -0.878104  -1.217579  0.18
N  -4.670272  2.501281  6.176121  -0.20
N  4.114399  -4.749510  -0.092258  -0.20
N  3.965457  3.501933  -7.693814  -0.20
N  -4.713151  2.581002  -4.518028  -0.20
N  -8.157077  -0.339491  0.616754  -0.20
N  0.040471  -2.004924  -1.430333  0.00
N  -5.182434  -3.194273  7.130663  -0.21
N  1.987491  0.476243  0.835941  0.18
N  3.965018  2.811442  -3.351670  -0.04
C  -4.887834  2.821062  7.486627  -0.34
C  -4.331857  -2.890815  8.264765  -0.05
C  -0.619157  -0.189983  1.459006  -0.22
C  7.816645  1.070727  0.949110  -0.29
C  11.197304  1.763397  5.096905  -0.32
C  -0.406920  -0.326923  3.044803  -0.27
C  -7.692985  -0.784523  -0.683654  -0.07
C  3.632439  -4.120932  -1.198172  -0.32
C  9.907982  2.288470  1.389001  -0.06
C  -5.988071  -5.215151  -4.980096  -0.06
C  2.833540  0.072526  -0.253217  -0.11
C  2.634599  3.647818  -7.433417  -0.34
C  -9.483321  -0.189199  0.901424  -0.34
C  -0.294370  -1.344827  -2.762193  -0.19
C  -7.180970  -0.045456  1.645841  -0.05
C  3.763512  -6.119466  0.228195  -0.05
C  -6.863143  -3.671368  -3.274348  -0.33
C  4.315837  0.589493  -0.544653  -0.12
C  -1.828958  -0.782438  -2.724676  -0.19
C  -5.877275  -4.370709  7.119729  -0.34
C  4.920590  3.800092  -6.645822  -0.05
C  -3.999705  1.279211  5.784612  -0.07
C  -7.118450  -3.080445  -5.612549  -0.04
C  -5.407593  1.406903  -4.518311  -0.30
C  4.279753  2.171616  -0.834887  -0.17
C  8.220164  3.135838  -0.247834  -0.04
C  -2.862845  -1.962249  -2.332752  -0.24
C  -5.268777  -2.240582  6.044519  -0.07
C  -5.124633  3.413658  5.144812  -0.04
C  5.007121  -4.027686  0.794548  -0.03
C  4.453808  3.058339  -8.984017  -0.06
C  0.931575  -1.099337  -0.682769  -0.12
C  8.894453  1.062943  4.799404  -0.05
C  9.990737  0.829606  7.029802  -0.06
C  -4.254848  -1.214204  -1.902874  -0.12
C  -3.853083  2.888958  -3.392120  -0.04
C  -4.808004  3.530983  -5.608440  -0.06
C  0.724921  -0.265522  0.595570  0.03
C  3.291947  2.624862  -2.019800  -0.28
H  4.675274  -6.720823  0.263852  0.10
H  8.071934  0.629182  5.369811  0.09
H  -6.169037  -0.211184  1.272393  0.07
H  -4.264016  -1.004606  -0.774627  0.07
H  -8.199197  -2.950628  -5.515703  0.10
H  5.328478  2.596525  -1.067452  0.10
H  4.739125  3.487504  -3.246811  0.07
H  -6.667268  -5.807245  -5.599084  0.09
H  2.703555  -1.269842  -2.071642  0.16
H  -5.695898  -5.802092  -4.107623  0.08
H  4.981535  0.441887  0.407433  0.10
H  -6.206062  3.543444  5.233174  0.10
H  5.891265  -3.713932  0.234194  0.10
H  -6.028847  1.272539  -5.417981  0.14
H  -3.110988  -2.674059  -3.197798  0.10
H  -4.270999  -2.093775  5.620811  0.08
H  8.073855  2.661794  -1.222052  0.10
H  4.860674  -0.002360  -1.377369  0.14
H  10.937691  1.012382  7.540064  0.09
H  8.974175  3.919386  -0.330585  0.09
H  -8.529830  -0.968893  -1.357864  0.08
H  -6.473610  -4.430147  -2.576579  0.14
H  3.088806  -6.536900  -0.521020  0.09
H  5.308026  -4.658549  1.631781  0.09
H  -4.453128  2.909633  -2.478720  0.10
H  -3.713771  0.690451  6.658205  0.08
H  -5.643847  -1.290654  6.435145  0.08
H  -5.179482  4.482702  -5.219790  0.09
H  -7.365126  -0.690923  2.508883  0.09
H  -5.941375  -2.596748  5.262294  0.08
H  -3.367223  3.855272  -3.534048  0.09
H  7.271289  3.571333  0.076505  0.09
H  0.622302  -2.853585  -1.606152  0.12
H  5.024703  2.135669  -8.850392  0.09
H  -4.503794  2.061199  8.186483  0.13
H  9.756552  -0.236998  7.080346  0.09
H  4.798542  4.841810  -6.337759  0.10
H  9.147421  0.407102  3.962146  0.08
H  -4.675594  0.688879  5.159672  0.08
H  3.213865  3.205181  -3.961772  0.06
H  2.965557  -4.757431  -1.800877  0.14
H  -7.292158  0.996542  1.957532  0.09
H  4.719468  3.153786  -5.787803  0.06
H  -4.239164  -0.192451  -2.446186  0.04
H  -3.102379  1.533863  5.214497  0.07
H  -0.117075  -2.043114  -3.654118  0.13
H  -5.156426  -1.824202  -2.252552  0.05
H  -5.487150  3.171572  -6.383257  0.09
H  8.225005  0.369202  1.692819  0.13
H  -3.095289  2.106874  -3.296119  0.07
H  -6.882874  -3.469763  -6.604105  0.09
H  -2.482584  -2.603439  -1.463532  0.09
H  -7.123273  -1.707768  -0.558796  0.08
H  4.495831  -3.137528  1.169971  0.09
H  -1.907548  0.008447  -1.875590  0.11
H  3.628003  2.871490  -9.672468  0.09
H  -5.094635  -4.962054  -5.557390  0.09
H  9.899478  3.227343  1.946861  0.09
H  -6.634919  -2.109929  -5.473723  0.09
H  10.705384  2.313955  0.641887  0.10
H  2.235363  1.137940  1.586392  0.17
H  5.102352  3.831583  -9.403988  0.09
H  1.995428  3.396118  -8.294508  0.13
H  3.272720  -6.141707  1.204456  0.09
H  -3.574735  -3.672812  8.363588  0.09
H  2.886974  3.675540  -1.719339  0.12
H  0.368796  -0.409820  -2.947790  0.11
H  3.934847  2.695549  0.133903  0.11
H  -7.049043  -0.012157  -1.113362  0.09
H  2.366553  1.965477  -2.163340  0.11
H  -6.491235  -4.501690  6.214179  0.13
H  -10.138420  -0.438678  0.051553  0.13
H  -3.845225  -1.923366  8.130931  0.08
H  12.023142  1.846989  5.820707  0.14
H  5.940494  3.638134  -6.997385  0.09
H  8.594294  2.037069  4.403809  0.10
H  9.201017  1.400872  7.524728  0.09
H  -3.814775  3.675966  -6.041569  0.09
H  -2.127970  -0.298879  -3.720652  0.12
H  -4.881218  3.024918  4.154765  0.08
H  -4.939144  -2.874352  9.173134  0.10
H  -4.642410  4.383953  5.287783  0.09
H  10.090912  1.465321  2.078793  0.06

Cartesian forces, eV/Å:
2.2 2.3 2.0
1.1 -2.9 0.8
3.0 -1.9 -1.7
-2.9 -1.7 -1.5
1.2 3.9 -1.1
0.2 -0.3 -0.3
0.0 0.0 0.1
0.3 -0.1 0.0
0.2 0.4 -0.2
-0.3 -0.2 0.3
0.3 -0.1 -0.1
0.1 -0.3 -0.4
0.8 0.3 0.1
-0.3 0.9 -0.8
0.0 0.0 0.9
0.8 0.3 -0.2
-0.8 -1.0 0.2
-2.8 4.2 6.9
0.0 -0.1 0.8
-0.5 0.5 -1.0
-1.0 0.0 -0.1
-0.5 -0.8 -0.2
-0.8 0.1 0.0
2.1 1.4 0.2
-0.4 -0.5 -0.3
-0.4 -3.8 -5.1
-0.9 -0.3 0.7
-0.1 0.1 -0.3
-0.1 -0.3 0.1
0.2 1.0 -2.7
0.9 0.8 0.0
-0.3 -0.1 0.2
-2.4 -0.4 2.4
0.1 0.1 0.3
0.3 -0.7 0.7
0.0 0.1 -0.2
-0.1 0.2 -0.1
1.4 -0.3 -1.6
0.6 0.0 -0.1
0.5 0.0 0.1
-1.0 1.7 -1.0
-0.3 0.1 0.1
0.1 0.0 0.1
0.0 0.0 -0.5
-0.2 0.3 1.2
0.4 -1.4 0.8
0.2 0.2 0.2
-0.2 0.1 0.2
-0.2 0.3 -0.1
-0.1 0.2 0.2
0.2 0.5 0.0
-0.5 0.3 -0.2
-0.3 -0.2 -0.1
-1.0 0.7 0.3
0.1 -0.1 0.3
-0.1 0.2 0.2
0.1 0.3 -0.2
0.1 0.1 0.2
0.0 1.2 1.7
0.2 0.2 -0.2
-0.2 0.0 -0.1
1.3 0.1 -0.3
-0.1 -0.3 0.1
0.1 0.0 0.2
0.8 -2.2 -3.0
-0.2 1.6 0.6
-0.2 -0.1 0.0
0.2 0.1 0.0
-0.2 0.0 -0.1
-0.1 -0.5 -1.5
0.1 0.1 -0.1
-1.6 -1.1 0.4
-0.8 -0.3 -0.2
0.2 -0.1 0.0
0.1 0.2 0.9
-0.1 0.1 0.0
-1.6 0.1 -1.8
0.1 0.1 -0.1
0.0 0.1 0.2
0.0 0.1 0.0
0.7 1.1 1.0
-0.1 0.1 -0.1
0.0 0.2 0.0
-1.4 0.8 1.3
-0.1 0.0 -0.1
-0.1 -0.2 0.1
0.1 0.0 0.2
0.1 -0.1 -0.1
0.1 0.1 0.0
-0.1 0.0 -0.2
0.2 0.0 0.0
-0.1 0.1 0.0
0.0 0.1 -0.2
0.0 0.0 -0.2
0.1 0.1 0.1
0.0 0.0 0.1
-0.1 -0.1 -0.1
0.1 0.1 -0.1
-0.7 0.8 0.2
0.0 0.0 -0.2
0.1 -0.1 -0.1
0.0 0.1 0.2
0.1 -0.1 0.1
-0.2 0.0 0.0
0.2 -0.1 0.0
1.2 -0.2 0.3
0.0 -0.1 0.1
0.1 -0.1 0.1
0.2 0.1 0.0
-0.3 -2.2 1.3
0.0 -0.2 0.0
-0.4 0.7 1.5
1.2 1.1 0.8
0.1 0.0 0.1
0.0 0.1 0.0
0.0 0.1 0.1
0.0 0.0 0.2
-0.3 1.0 -1.3
-0.1 0.1 -0.3
0.2 0.0 0.1
0.2 -1.2 -1.5
0.0 0.0 0.1
0.0 -0.2 0.0
0.2 -0.2 0.1
-0.1 0.0 -0.1
0.1 0.0 0.2
-0.2 -0.6 -0.7
0.0 -0.2 -0.1
0.1 0.0 -0.1
0.0 -0.2 -0.1
0.0 0.1 0.2
0.4 -1.8 -0.1
-0.8 -1.6 0.3
0.5 -0.8 -1.4
0.0 -0.2 -0.2
1.4 0.7 0.3
0.0 0.1 -0.1
0.1 0.0 -0.1
-0.1 -0.1 -0.1
-0.1 0.0 0.1
-0.2 0.0 -0.1
-0.1 -0.1 -0.1
0.1 -0.1 0.2
-0.1 0.1 -0.1
0.6 -0.7 1.4
0.0 0.0 0.2
0.2 0.0 0.0
-0.1 0.0 -0.1
-0.1 0.2 -0.1

- total charge = +1
- 2S+1 = 1
- E (a.u.) = -3423.7417
- HOMO energy (eV) = -9.87

---

(3)
C3H5NO2 | ωB97M-V/def2-TZVPD

Last column: Löwdin charge in e.
Geometry (Å):
O  -0.742167  1.110691  1.873561  -0.06
O  0.028849  0.152750  -1.596160  0.00
N  2.058864  -0.058222  -0.285927  0.20
C  -0.293841  -0.965375  0.127581  0.00
C  -0.992100  -0.550890  -0.927707  -0.08
C  0.847053  -0.260989  -0.500423  -0.44
H  -1.982783  -0.630489  -1.349277  0.13
H  -0.447549  -1.519521  1.037663  0.11
H  0.193193  1.233044  1.668210  0.04
H  -1.161285  1.035213  1.007640  0.02
H  2.491766  0.453790  -1.055162  0.08

Cartesian forces, eV/Å:
0.0 0.3 0.1
0.0 0.0 -0.1
-0.5 -0.1 -0.2
-0.1 -0.2 -0.2
-0.1 -0.3 -0.1
0.7 -0.1 0.2
0.1 0.1 0.0
0.0 0.1 -0.2
-0.1 0.0 0.1
0.1 0.0 0.2
0.0 0.1 0.1

- 2S+1 = 1
- E (a.u.) = -322.4636
- energy above the lowest of the compared OMol25 structures with the same formula, charge and spin (kcal/mol) = 69.5
- HOMO energy (eV) = -9.83